{"formula": "C20H44BCsO10S5", "method": "the ωB97M-V functional and the def2-TZVPD basis", "e_above_lowest_kcal_mol": 141.0, "total_energy_ev": -97320.160, "largest_force_ev_per_a": 4.68, "e_homo_ev": -6.9908, "lumo_ha": -0.0654, "charge": 0, "molar_mass_g_mol": 748.61, "gap_ev": 5.2, "symbols": ["Cs", "B", "H", "H", "H", "H", "C", "C", "C", "S", "O", "O", "C", "H", "H", "H", "H", "H", "H", "H", "H", "C", "C", "C", "S", "O", "O", "C", "H", "H", "H", "H", "H", "H", "H", "H", "C", "C", "C", "S", "O", "O", "C", "H", "H", "H", "H", "H", "H", "H", "H", "C", "C", "C", "S", "O", "O", "C", "H", "H", "H", "H", "H", "H", "H", "H", "C", "C", "C", "S", "O", "O", "C", "H", "H", "H", "H", "H", "H", "H", "H"], "xyz": [[-6.04669, 2.04024, -5.05241], [-1.65922, 0.04343, -1.99029], [-2.28928, 0.83986, -1.62564], [-0.94808, -0.10557, -1.19259], [-2.24155, -0.86361, -2.03925], [-1.17104, 0.21421, -2.93726], [1.59939, -5.44921, -7.27454], [0.13409, -5.50360, -6.93497], [-0.68978, -4.44420, -7.78273], [0.14175, -4.39003, -9.45504], [0.35366, -2.98900, -9.81371], [-0.64625, -5.27576, -10.30751], [1.66950, -5.24376, -8.85984], [2.08720, -6.33674, -6.87151], [1.97031, -4.58541, -6.72284], [-0.02538, -5.24477, -5.88823], [-0.23529, -6.52839, -6.97314], [-0.56614, -3.42522, -7.41598], [-1.77237, -4.55315, -7.84771], [2.44341, -4.54030, -9.16691], [1.67842, -6.14689, -9.47007], [-0.07239, -7.19380, 2.54521], [-0.06381, -7.96090, 3.88225], [1.25671, -8.66317, 4.06213], [2.50697, -7.51019, 3.41944], [3.51542, -8.12521, 2.59783], [2.92152, -6.58862, 4.50166], [1.36521, -6.61553, 2.26461], [-0.79556, -6.37959, 2.59192], [-0.43634, -7.79149, 1.70949], [-1.01302, -8.49660, 3.87178], [-0.15387, -7.25403, 4.70707], [1.29661, -9.40195, 3.26169], [1.47600, -9.02837, 5.06545], [1.57072, -7.06277, 1.29205], [1.55276, -5.56440, 2.04543], [-4.32979, 0.92402, 3.95955], [-4.44467, 2.34808, 3.32519], [-5.94114, 2.55186, 2.88953], [-6.61770, 0.82526, 2.61975], [-7.00599, 0.71954, 1.20680], [-7.60430, 0.56546, 3.64959], [-4.98048, -0.04211, 2.98384], [-4.83984, 0.82899, 4.91815], [-3.28130, 0.73914, 4.19321], [-3.80744, 2.50064, 2.45411], [-4.20695, 3.14718, 4.02736], [-5.94372, 3.00374, 1.89762], [-6.62913, 3.08132, 3.54867], [-4.36933, 0.01573, 2.08314], [-5.16476, -1.04038, 3.38084], [-0.19823, 9.60730, -1.09557], [-0.52270, 8.22427, -0.50841], [0.00524, 7.22153, -1.59062], [-0.65673, 8.02029, -3.14021], [-1.88015, 7.37389, -3.59770], [0.48500, 8.22772, -4.05033], [-0.88270, 9.71905, -2.48943], [0.87962, 9.75167, -1.16969], [-0.58206, 10.41877, -0.47728], [-1.59665, 8.14197, -0.34116], [0.06467, 7.87687, 0.34155], [-0.36188, 6.19523, -1.59682], [1.09509, 7.22817, -1.60810], [-1.95804, 9.80417, -2.33288], [-0.53921, 10.42029, -3.24995], [4.27186, 1.99778, 3.72089], [5.74042, 2.17984, 3.34379], [6.46339, 2.17404, 4.73919], [5.26796, 3.12441, 5.90300], [5.78548, 4.43715, 6.18888], [4.94380, 2.25688, 6.98340], [3.90826, 3.11624, 4.65402], [4.11907, 1.04717, 4.23187], [3.63221, 2.04086, 2.83936], [6.02421, 3.08331, 2.80407], [6.05140, 1.24485, 2.87775], [7.46320, 2.60764, 4.76110], [6.39104, 1.21879, 5.25915], [4.11921, 4.06105, 4.15309], [2.92018, 3.13483, 5.11384]], "atomic_forces_ev_per_a": [[0.337, -0.130, 0.260], [-0.051, -0.050, -0.168], [-2.789, 3.597, 1.100], [3.159, -0.619, 3.073], [-2.537, -3.753, -0.340], [1.917, 0.960, -3.800], [-0.538, 0.810, -1.388], [-1.976, 0.611, 0.345], [1.341, -0.226, -0.146], [-2.040, -0.137, 1.960], [0.291, -1.464, 0.018], [1.123, 0.601, 0.042], [0.086, 0.614, 0.459], [0.240, 0.031, -0.533], [0.543, 0.100, -0.499], [0.140, 0.121, 0.113], [-0.338, 0.080, -0.678], [0.420, -0.064, 0.317], [0.196, -0.620, -0.342], [0.271, -0.344, 0.046], [0.234, -0.090, 0.305], [0.495, 1.576, 0.439], [-0.690, 1.503, 0.110], [-0.121, -0.489, -1.521], [0.029, 3.291, 0.980], [-0.097, -0.570, 0.421], [-0.680, -1.571, -1.428], [-0.684, -2.115, -1.031], [-0.008, 0.057, 0.226], [0.423, -0.329, 0.085], [0.492, -0.878, 0.403], [-0.111, 0.273, -0.030], [0.248, -0.770, 0.452], [0.209, 0.054, -0.302], [0.682, -0.119, 0.044], [-0.187, 0.101, 1.145], [0.084, 0.751, 0.179], [-1.633, 0.113, 0.774], [0.735, -1.200, -0.813], [0.557, 1.096, -0.968], [0.485, -0.274, 1.520], [0.576, -0.284, -0.299], [-0.408, 1.026, -0.078], [-0.182, 0.486, 0.085], [0.024, -0.423, -0.381], [0.063, -0.438, 0.045], [0.212, -0.193, 0.162], [-0.327, 0.015, 0.093], [0.305, -0.196, 0.212], [-0.443, -0.588, -0.354], [-0.033, 0.109, -0.287], [-0.060, 0.758, -0.086], [0.921, -1.136, -1.110], [-1.556, 1.005, -0.809], [2.271, 0.407, -1.197], [0.806, 0.578, 0.579], [-1.313, -0.843, 0.543], [-0.791, -1.725, 1.039], [0.030, -0.073, -0.122], [0.057, -0.062, 0.166], [0.073, -0.263, 0.119], [-0.370, 0.896, 0.583], [-0.149, 0.157, 0.266], [-0.133, 0.151, -0.288], [-0.068, 0.303, -0.039], [0.248, -0.186, 0.341], [-0.473, 0.379, -0.522], [0.803, -1.349, 2.169], [-1.547, 1.023, 0.464], [1.238, -0.349, -2.170], [-0.369, 0.228, -0.199], [-0.469, -0.754, 0.950], [0.932, 1.180, 0.688], [0.081, -0.175, -0.201], [-0.079, -0.169, 0.009], [-0.377, -0.192, -0.223], [0.245, 0.402, -0.646], [-0.209, -0.010, 0.147], [0.408, -0.221, -0.447], [-0.412, 0.203, -0.107], [0.221, -0.204, 0.077]]}